Entry 1:
{
  "formula": "C15H22AlBBrClF6Mg2N2O10PS",
  "method": "wB97M-V/def2-TZVPD",
  "homo_lumo_gap_ev": 1.01,
  "e_lumo_ev": -8.27,
  "total_charge": 1,
  "species": ["C", "O", "C", "C", "C", "C", "P", "O", "Cl", "S", "O", "O", "F", "H", "H", "H", "H", "H", "H", "H", "H", "H", "H", "Al", "Br", "C", "C", "C", "C", "N", "H", "H", "H", "H", "H", "H", "H", "C", "C", "C", "O", "C", "C", "C", "O", "H", "H", "H", "H", "B", "F", "F", "F", "F", "Mg", "N", "O", "O", "O", "O", "H", "Mg", "F"],
  "coordinates": [[0.0474, -0.2558, 0.4578], [0.3220, -0.8500, -0.7976], [-0.1289, -2.2186, -0.9822], [-1.3287, -2.2346, -1.9271], [-2.6202, -2.1106, -1.1072], [-3.8207, -1.5265, -1.8185], [-5.4586, -1.5378, -0.8241], [-5.8805, -3.0978, -0.9398], [-4.7199, -1.3705, 1.1219], [-3.5531, 0.3217, -1.9096], [-3.7177, 0.9459, -0.6273], [-4.4073, 0.8893, -2.8920], [-2.0785, 0.5441, -2.4210], [-0.9987, 0.0355, 0.5870], [0.6310, 0.6828, 0.4371], [0.3955, -0.7990, 1.3345], [0.6941, -2.8190, -1.3612], [-0.4105, -2.6278, -0.0112], [-1.1785, -1.3938, -2.5984], [-1.3006, -3.1411, -2.5278], [-2.4336, -1.5311, -0.2044], [-2.8856, -3.1186, -0.7764], [-6.0493, -3.4631, -0.0589], [1.1451, 1.1327, -1.3528], [-4.3603, -1.8558, -3.7023], [6.3922, -0.3566, -0.5624], [5.9603, -1.8037, -0.7381], [4.4394, -1.9431, -0.8558], [3.7547, -1.4462, 0.3376], [3.1895, -1.0324, 1.2496], [6.0110, 0.0752, 0.3670], [7.4771, -0.2845, -0.5298], [6.0475, 0.2531, -1.3981], [6.3229, -2.4026, 0.0996], [6.4126, -2.2102, -1.6422], [4.1516, -2.9853, -1.0037], [4.0857, -1.3694, -1.7162], [-1.7970, 2.6795, 4.8063], [-2.5578, 1.6657, 5.2742], [-3.2160, 0.6980, 4.3524], [-3.8914, -0.2122, 4.7712], [-2.9901, 0.9096, 2.8984], [-2.2273, 1.9046, 2.4451], [-1.5902, 2.8391, 3.3617], [-0.8416, 3.7328, 2.9176], [-1.2939, 3.3882, 5.4482], [-2.7483, 1.5236, 6.3352], [-3.4503, 0.2197, 2.2040], [-2.0439, 2.0611, 1.3879], [-0.3787, 4.4726, -0.3818], [-0.9867, 3.2475, -0.4496], [0.8220, 4.4384, 0.3811], [-0.2792, 5.1233, -1.5501], [-1.2097, 5.3374, 0.5713], [-0.4273, 5.4015, 2.2442], [8.4076, -0.2384, -3.6931], [9.1776, -0.5758, -4.5874], [8.7601, 0.5772, -2.8351], [7.2628, -0.7192, -3.6452], [-5.9772, -2.3206, -6.1965], [-6.6224, -1.6772, -5.8633], [-0.6821, 0.3936, 6.6993], [0.6328, 2.0355, 4.3980]],
  "forces_ev_per_angstrom": [[-0.3, 0.2, 0.5], [0.2, 0.3, 0.3], [-0.4, -0.4, -0.3], [0.5, 0.1, 0.3], [0.2, -1.1, -1.0], [0.3, 1.8, -0.1], [-0.9, 0.8, -0.7], [0.6, 0.0, 0.5], [-0.2, -0.7, 0.0], [-3.0, 1.5, -0.2], [1.6, -0.8, 0.6], [0.6, -0.3, -0.4], [0.3, -0.2, 0.4], [0.0, -0.1, -0.2], [-0.2, 0.0, 1.1], [0.3, -0.2, -0.2], [0.2, 0.3, -0.1], [0.2, 0.1, 0.1], [-0.1, -0.2, -0.2], [-0.2, 0.0, 0.0], [-0.2, 0.2, 0.0], [-0.1, 0.0, 0.1], [-0.1, -0.3, -0.2], [0.3, -0.3, -1.1], [0.3, -1.2, 0.7], [0.0, 0.1, 0.1], [0.2, 0.1, 0.1], [0.2, -0.2, 0.0], [-0.2, 0.1, -0.1], [-0.2, 0.0, -0.1], [-0.1, -0.1, 0.0], [0.0, 0.0, -0.1], [0.1, 0.0, 0.0], [-0.1, -0.1, 0.0], [-0.1, 0.0, 0.0], [0.0, 0.0, 0.0], [0.0, 0.0, 0.0], [0.0, -0.1, -0.2], [0.3, 0.2, -0.1], [0.1, 0.1, 0.1], [0.0, -0.1, 0.0], [0.0, 0.1, -0.1], [0.2, 0.2, -0.1], [0.7, -0.9, 0.9], [-0.6, 0.9, 0.1], [0.0, 0.0, 0.0], [-0.5, 0.3, -0.1], [0.0, 0.1, 0.2], [-0.1, 0.0, 0.0], [0.0, 0.2, -0.4], [0.2, -0.2, 0.2], [-0.1, 0.1, 0.5], [0.1, -0.1, 0.2], [-0.7, 0.6, 0.0], [0.6, -1.1, -0.8], [0.0, 0.0, 0.0], [0.0, 0.0, 0.0], [0.0, 0.0, 0.0], [-0.1, 0.0, 0.0], [0.3, 0.1, 0.4], [-0.1, 0.0, -0.1], [0.8, 0.3, -0.9], [-1.0, -0.4, 0.6]],
  "nbo_charge": [-0.2529, -0.6597, -0.0478, -0.4404, -0.4997, -0.6361, 1.2177, -0.9818, -0.3500, 2.3338, -0.9344, -0.8797, -0.4878, 0.1982, 0.1047, 0.2509, 0.2178, 0.1938, 0.2326, 0.2441, 0.2314, 0.2470, 0.5187, 0.9455, 0.2051, -0.6172, -0.3851, -0.5194, 0.3274, -0.3984, 0.1967, 0.2438, 0.2151, 0.2081, 0.2403, 0.2530, 0.2397, -0.1780, -0.3730, 0.4518, -0.4477, -0.1078, -0.2968, 0.6031, -0.8511, 0.2489, 0.2269, 0.2422, 0.2577, 1.3582, -0.5395, -0.5823, -0.5023, -0.6720, 1.9091, 0.7046, -0.3518, -0.3831, -0.4216, -0.6673, 0.4162, 0.8428, -0.8625]
}


Entry 2:
{
  "formula": "C5H11FSi",
  "method": "wB97M-V/def2-TZVPD",
  "de_lowest_kj_mol": 277.0,
  "homo_lumo_gap_ev": 7.78,
  "e_lumo_ev": 0.13,
  "species": ["C", "C", "C", "C", "C", "F", "Si", "H", "H", "H", "H", "H", "H", "H", "H", "H", "H", "H"],
  "coordinates": [[0.0311, -3.9393, -0.7993], [-0.3425, -2.6304, -1.1266], [2.0542, 2.2773, 1.1662], [-2.0639, 1.0268, -0.3837], [0.6319, 2.4837, 1.0451], [0.0399, -0.2667, 0.5539], [-0.3086, 1.2185, 0.2414], [0.2712, -4.6116, -1.5739], [-0.1847, -4.1813, 0.2614], [-0.4156, -2.3817, -2.1826], [2.5490, 2.6454, 0.2373], [2.5369, 2.8838, 2.0055], [2.4109, 1.1759, 1.3897], [-1.9854, 0.0151, -0.8002], [-2.7368, 0.9626, 0.4789], [-2.1625, 1.6409, -1.2670], [-0.7166, -1.8226, -0.5314], [0.3916, 3.5036, 1.2851]],
  "forces_ev_per_angstrom": [[-2.4, 5.0, 1.3], [0.6, -3.5, -0.9], [3.9, -1.2, 1.2], [1.5, -0.9, 0.0], [-2.3, -1.6, -0.8], [1.3, -1.5, 0.4], [-0.5, 3.2, 1.2], [0.4, -0.8, -0.4], [0.8, -0.5, -0.9], [0.5, 0.0, -0.1], [0.1, -0.5, 0.7], [-0.8, -0.7, -0.9], [-0.7, 1.9, -0.7], [-0.2, 0.0, 0.1], [-0.3, 0.7, -0.7], [-1.0, 0.7, 0.4], [0.1, -0.5, 0.8], [-0.9, 0.2, -0.6]],
  "nbo_charge": [-0.4024, -0.3781, -0.6483, -1.1476, -0.9189, -0.6486, 1.7390, 0.2020, 0.2024, 0.1723, 0.2087, 0.2066, 0.2056, 0.2443, 0.2686, 0.2575, 0.1984, 0.2386]
}


Entry 3:
{
  "formula": "C9H25BNO6S",
  "method": "wB97M-V/def2-TZVPD",
  "homo_lumo_gap_ev": 8.50,
  "e_lumo_ev": -3.94,
  "total_charge": 1,
  "species": ["O", "B", "O", "O", "C", "C", "N", "C", "S", "H", "H", "H", "H", "H", "H", "H", "C", "C", "O", "H", "H", "H", "H", "H", "H", "C", "C", "O", "H", "H", "H", "H", "H", "H", "C", "C", "O", "H", "H", "H", "H", "H", "H"],
  "coordinates": [[-1.8789, -0.6757, -1.7594], [-0.7830, -0.4477, -1.0024], [-0.9836, -0.2869, 0.3500], [0.5276, -0.3329, -1.4898], [1.1765, -1.5069, -1.8898], [0.7471, -2.8047, -1.2748], [1.1250, -2.8075, 0.1197], [2.1810, -2.1047, 0.3539], [2.8364, -1.3653, -1.0310], [-1.6455, -1.1933, -2.5461], [-0.8842, 0.6649, 0.5335], [1.2806, -1.5281, -2.9685], [1.4045, -3.5429, -1.7450], [-0.2258, -3.2181, -1.5067], [0.5515, -3.3116, 0.7814], [2.5856, -1.9988, 1.3702], [-3.8685, 1.0156, 2.7533], [-4.1961, 2.0466, 1.6895], [-3.2275, 2.0396, 0.6387], [-2.8806, 1.2064, 3.1756], [-4.6031, 1.0357, 3.5586], [-3.8515, 0.0107, 2.3242], [-4.1934, 3.0485, 2.1134], [-5.1855, 1.8568, 1.2639], [-3.2356, 1.1593, 0.2448], [-0.5021, 1.7617, -3.9093], [0.6630, 1.7024, -4.8754], [1.0538, 0.3430, -5.1161], [-0.2180, 1.2789, -2.9779], [-0.8037, 2.7886, -3.7023], [-1.3650, 1.2228, -4.3104], [1.5294, 2.2153, -4.4630], [0.4083, 2.1744, -5.8276], [0.2958, -0.1084, -5.5036], [3.3250, 0.3327, 4.7917], [2.5917, 0.1254, 3.4841], [2.7773, -1.2185, 2.9932], [4.3901, 0.1398, 4.6667], [3.1927, 1.3520, 5.1518], [2.9566, -0.3551, 5.5559], [2.9732, 0.7963, 2.7171], [1.5220, 0.3134, 3.6046], [2.4366, -1.8233, 3.6635]],
  "forces_ev_per_angstrom": [[0.5, -1.2, -0.5], [-0.3, 0.5, 0.8], [0.0, 1.0, -0.3], [-0.5, -1.1, -0.3], [0.6, 1.1, 0.7], [0.2, -1.5, -1.1], [-1.0, 0.2, -0.3], [0.5, -0.1, 0.0], [0.2, 0.3, 0.1], [-0.4, 0.6, -0.2], [0.0, -0.3, 0.6], [0.3, -0.2, -0.2], [0.2, -0.1, -0.2], [-0.6, 0.5, 0.5], [0.3, 0.2, 0.4], [0.1, 0.1, -0.3], [0.1, 0.0, 0.0], [0.0, -0.3, 0.0], [0.2, 0.0, 0.0], [0.0, 0.1, 0.0], [0.0, 0.0, 0.0], [-0.1, 0.0, 0.0], [0.0, 0.1, -0.1], [0.0, 0.1, 0.1], [-0.1, 0.0, 0.0], [0.0, 0.0, 0.0], [-0.3, -0.2, -0.1], [0.0, -0.1, 0.3], [0.0, 0.1, 0.0], [0.0, 0.0, 0.0], [0.0, 0.1, -0.1], [0.1, -0.1, 0.0], [0.0, 0.1, 0.0], [0.1, 0.1, -0.1], [0.1, -0.1, 0.0], [0.0, 0.0, 0.3], [-0.1, 0.0, 0.1], [0.0, 0.1, 0.0], [0.0, 0.0, 0.0], [-0.1, 0.1, 0.0], [0.0, -0.1, -0.1], [0.0, 0.1, 0.0], [0.1, 0.1, 0.1]],
  "nbo_charge": [-0.8649, 1.2806, -0.9328, -0.7271, 0.0124, -0.3211, -0.4687, 0.0126, 0.4201, 0.4930, 0.5198, 0.2574, 0.2500, 0.2571, 0.4512, 0.3173, -0.6338, -0.0623, -0.7342, 0.2038, 0.2220, 0.1981, 0.1835, 0.1640, 0.4619, -0.6363, -0.0643, -0.7365, 0.2013, 0.2287, 0.1964, 0.1822, 0.1715, 0.4607, -0.6370, -0.0624, -0.7584, 0.2220, 0.2316, 0.2069, 0.1860, 0.1695, 0.4783]
}